The following is a quantum chemistry calculation of a cluster of 10 separate species, C56H136F18N7O5P3 in total, from the Open Molecules 2025 dataset.

Each line ends with the Mulliken charge.
Atoms and positions in Å:
1 C -1.460145 2.033286 -1.483673  -1.3227
2 C -0.110439 2.621450 -2.041688  -0.3357
3 N 1.077218 2.606922 -1.045347  1.7696
4 C 0.751617 3.078432 0.313728  -1.2131
5 C 1.498552 1.170110 -0.881276  -0.0936
6 C 2.325594 0.482597 -1.933897  -1.6808
7 C 2.159945 3.479435 -1.663076  -0.0566
8 C 2.019714 4.900308 -1.331357  -1.1868
9 O 0.835363 5.389871 -1.850505  -0.3514
10 C 0.737012 6.824016 -1.586076  -0.8383
11 H -2.257123 2.033204 -2.176124  0.4916
12 H -1.775384 2.732428 -0.724801  0.3938
13 H -1.447364 0.981128 -1.181557  0.1615
14 H -0.063016 3.641118 -2.332177  0.6819
15 H 0.252696 1.938790 -2.879733  0.1475
16 H 0.210181 2.231749 0.784623  0.3197
17 H 0.148391 3.996766 0.240749  0.3134
18 H 1.719375 3.396646 0.768780  0.1821
19 H 0.588413 0.579008 -0.766160  -0.1534
20 H 1.991340 1.165794 0.090310  0.2447
21 H 2.503435 -0.560179 -1.637085  0.4493
22 H 3.363025 0.997182 -1.955145  0.0725
23 H 1.863955 0.369248 -2.866366  0.4550
24 H 2.082331 3.343585 -2.751511  0.2168
25 H 3.098130 3.149812 -1.326405  -0.0788
26 H 2.958872 5.312442 -1.799286  0.5202
27 H 2.121445 5.010103 -0.273964  0.5962
28 H 1.276985 6.925088 -0.687660  0.3938
29 H -0.329486 7.098403 -1.463603  0.2607
30 H 1.069368 7.372429 -2.473757  0.2779
31 C -6.045287 2.238289 8.023723  -1.3348
32 C -5.430728 3.631225 7.996807  -0.2496
33 N -4.079155 3.760450 8.713948  0.0878
34 C -4.430905 3.643133 10.195840  -0.9384
35 C -3.135105 2.704805 8.232890  -0.5680
36 C -1.747130 2.642742 8.993327  -1.3152
37 C -3.424685 5.127849 8.450767  -0.7263
38 C -2.959489 5.413998 7.041778  -0.5554
39 O -3.972293 5.459716 6.051440  -0.3553
40 C -3.374046 5.684184 4.733154  -0.8535
41 H -5.538423 1.527560 7.375904  0.3917
42 H -7.059300 2.314706 7.590098  0.4217
43 H -6.226401 1.864554 9.004091  0.3388
44 H -6.133331 4.406559 8.360025  0.4343
45 H -5.283140 3.887146 6.978901  0.3101
46 H -5.139585 4.420148 10.388209  0.4023
47 H -3.460101 3.771530 10.777542  0.4347
48 H -4.914450 2.675942 10.367387  0.3099
49 H -2.963632 2.868504 7.166490  0.5072
50 H -3.607370 1.703955 8.297770  0.3869
51 H -1.157597 3.524183 8.759249  0.3086
52 H -1.245867 1.724994 8.622256  0.3931
53 H -1.883300 2.535848 10.000315  0.4171
54 H -2.631387 5.228161 9.157360  0.5022
55 H -4.276001 5.750966 8.707908  0.4457
56 H -2.161979 4.683848 6.693045  0.3494
57 H -2.410995 6.397857 7.081271  0.4442
58 H -2.926584 4.844425 4.221823  0.3199
59 H -2.632535 6.476072 4.807568  0.3562
60 H -4.130756 6.120812 4.189497  0.3350
61 C 0.593529 -6.118077 0.006811  -1.5749
62 C -0.694955 -5.367351 0.251325  -0.0372
63 N -1.850458 -5.724185 -0.676560  0.9165
64 C -1.454075 -5.226354 -2.027472  -1.5540
65 C -2.108935 -7.218353 -0.607299  -0.2736
66 C -3.144434 -7.778266 -1.632225  -1.3865
67 C -3.077277 -4.885082 -0.244849  -0.5175
68 C -3.715862 -5.109883 1.102827  -1.0220
69 O -4.705972 -6.135569 0.887898  -0.3324
70 C -5.277786 -6.669936 2.020574  -0.9161
71 H 0.458390 -7.167229 0.106322  0.4126
72 H 1.350797 -5.746051 0.684887  0.4121
73 H 0.861972 -6.033997 -1.022139  0.3792
74 H -0.643604 -4.310632 0.144376  0.2063
75 H -1.145564 -5.506937 1.235840  0.3476
76 H -2.304035 -5.558373 -2.711366  0.4452
77 H -0.584169 -5.613078 -2.487969  0.2902
78 H -1.419265 -4.193802 -1.920579  0.7415
79 H -2.483278 -7.349947 0.433085  0.4356
80 H -1.197426 -7.781672 -0.713228  0.3719
81 H -2.642430 -7.809609 -2.561943  0.4805
82 H -3.995357 -7.095002 -1.737521  0.2262
83 H -3.399737 -8.821231 -1.340046  0.3869
84 H -3.698210 -4.927667 -1.121533  0.8465
85 H -2.787898 -3.835129 -0.209284  -0.0983
86 H -4.184540 -4.156307 1.477774  0.4371
87 H -2.985887 -5.356067 1.835328  0.5470
88 H -5.595395 -5.781398 2.620623  0.3614
89 H -4.614974 -7.281147 2.602920  0.4011
90 H -6.159377 -7.218935 1.694353  0.1936
91 C -12.107148 -3.712366 -0.141327  -1.2839
92 C -10.811158 -4.470125 -0.425633  -0.3392
93 N -10.188159 -5.051673 0.785628  0.6740
94 C -10.193237 -4.154797 2.002757  -1.2522
95 C -10.933609 -6.403576 1.049575  -0.3191
96 C -10.883346 -6.996361 2.466479  -1.3401
97 C -8.747475 -5.395059 0.453891  -0.8409
98 C -7.763668 -4.254279 0.467956  0.2084
99 O -8.023050 -3.331433 -0.582529  -0.3909
100 C -6.942207 -2.390769 -0.653675  -0.6204
101 H -12.936343 -4.294370 0.273935  0.3347
102 H -12.567401 -3.350709 -1.085255  0.4092
103 H -11.840690 -2.894528 0.445626  0.3993
104 H -10.101796 -3.777384 -0.865523  0.2472
105 H -10.931847 -5.243936 -1.196592  0.4409
106 H -9.998871 -3.068633 1.820355  0.3064
107 H -9.472612 -4.551171 2.727285  0.4258
108 H -11.234000 -4.201818 2.406906  0.4559
109 H -10.377756 -7.100335 0.406299  0.2902
110 H -11.945745 -6.283071 0.706613  0.4991
111 H -9.864467 -7.225703 2.713603  0.3485
112 H -11.424936 -7.960493 2.433108  0.3946
113 H -11.285595 -6.405245 3.209606  0.4030
114 H -8.750757 -5.862424 -0.551703  0.2975
115 H -8.423026 -6.143699 1.196487  0.2729
116 H -6.704827 -4.582637 0.372797  -0.0354
117 H -7.838794 -3.674745 1.434359  0.2525
118 H -7.211898 -1.473231 -1.220286  0.2857
119 H -6.063687 -2.771498 -1.219044  0.1962
120 H -6.681592 -2.096928 0.400959  0.3189
121 C 6.649037 -1.084462 2.515115  -1.5533
122 C 5.285851 -0.379508 2.318322  -0.4716
123 N 4.135438 -1.220818 3.039092  0.7455
124 C 4.334534 -1.214136 4.502027  -1.0613
125 C 2.791150 -0.629861 2.675907  -0.4881
126 C 2.541878 0.764434 3.200360  -1.3116
127 C 4.059382 -2.660153 2.596959  -1.0568
128 C 3.925614 -2.974979 1.111538  -0.4088
129 O 4.952476 -2.419406 0.375191  -0.1117
130 C 5.219142 -3.030742 -0.852817  -0.9648
131 H 6.843572 -1.107828 3.586014  0.4222
132 H 7.391791 -0.384630 2.108254  0.4372
133 H 6.757445 -2.124178 2.202784  0.2349
134 H 5.060514 -0.293326 1.287793  0.2853
135 H 5.250843 0.587942 2.733674  0.6904
136 H 3.516946 -1.715545 5.070168  0.2794
137 H 4.369156 -0.147941 4.727538  0.4156
138 H 5.312792 -1.771453 4.666398  0.4498
139 H 2.002090 -1.318886 2.938184  0.4609
140 H 2.663464 -0.612200 1.612169  0.1280
141 H 3.293331 1.488381 2.828342  0.1812
142 H 2.504016 0.712557 4.303384  0.4745
143 H 1.563384 1.141456 2.900263  0.2389
144 H 3.293211 -3.042225 3.278953  0.4191
145 H 4.963451 -3.105731 2.925967  0.6111
146 H 2.942913 -2.645296 0.708473  0.2805
147 H 4.027182 -4.048742 1.129103  0.5552
148 H 6.014551 -2.469648 -1.312205  0.3152
149 H 4.403860 -2.962765 -1.530307  0.3147
150 H 5.589617 -4.057629 -0.702866  0.3151
151 C 8.577690 4.828035 -2.893540  -1.1806
152 C 9.336024 5.357789 -1.688644  -0.2479
153 C 10.384768 6.511529 -1.986622  -0.7033
154 N 11.762722 6.281903 -1.471421  0.1583
155 C 11.709821 6.147878 0.043354  -0.9640
156 C 12.760658 7.359756 -2.027188  -0.7277
157 C 14.160918 6.696028 -1.919769  -0.4280
158 C 13.955211 5.199562 -1.786733  -0.8994
159 C 12.439005 4.957702 -1.900142  -0.4825
160 H 9.228936 4.424708 -3.660663  0.3630
161 H 7.887205 5.609291 -3.304284  0.3137
162 H 7.890812 4.076237 -2.477049  0.1417
163 H 9.722729 4.448470 -1.183233  0.3116
164 H 8.628169 5.804729 -1.004071  0.3556
165 H 10.119253 7.496098 -1.550370  0.4402
166 H 10.479763 6.625488 -3.079321  0.3474
167 H 12.689816 5.899543 0.481057  0.3939
168 H 10.942144 5.466162 0.270235  0.4102
169 H 11.420482 7.073162 0.562142  0.3378
170 H 12.589329 8.209668 -1.378094  0.4659
171 H 12.473328 7.574004 -3.023610  0.3852
172 H 14.601676 7.221011 -1.069780  0.2669
173 H 14.833756 7.033011 -2.760861  0.3887
174 H 14.390900 4.750113 -0.925198  0.3524
175 H 14.385367 4.779275 -2.605685  0.4062
176 H 12.084577 4.126979 -1.279291  0.3879
177 H 12.241406 4.789079 -2.932389  0.4167
178 C -3.167540 2.088555 -7.410651  -1.3325
179 C -2.368571 0.705783 -7.253781  0.5873
180 C -1.565439 0.548845 -8.542536  -1.2185
181 N -0.383799 -0.351541 -8.426100  0.2860
182 C 0.609465 0.193722 -7.379728  -0.9784
183 C 0.432496 -0.448183 -9.708503  -0.6993
184 C 1.246732 -1.739039 -9.711079  -0.6157
185 C 0.595626 -2.534629 -8.445140  -0.9275
186 C -0.729379 -1.831467 -8.107175  -0.1861
187 H -4.205077 1.779037 -7.641943  0.3113
188 H -2.836301 2.739185 -8.227763  0.4009
189 H -3.190606 2.626103 -6.481519  0.3708
190 H -3.002742 -0.203295 -6.995559  0.3664
191 H -1.784565 0.860987 -6.414067  -0.2460
192 H -1.186118 1.512409 -8.886601  0.5628
193 H -2.222484 0.240770 -9.383367  0.2684
194 H 0.639668 1.256401 -7.531266  0.3003
195 H 1.590845 -0.275653 -7.544623  0.4461
196 H 0.325904 -0.035413 -6.385700  0.2375
197 H 0.965449 0.461808 -9.829874  0.4851
198 H -0.236900 -0.442388 -10.562541  0.4474
199 H 2.295170 -1.668311 -9.489712  0.3654
200 H 1.011885 -2.333551 -10.610567  0.3045
201 H 1.174958 -2.506413 -7.571827  0.3578
202 H 0.371349 -3.567186 -8.638557  0.5454
203 H -1.015702 -1.933246 -7.041159  0.0959
204 H -1.545452 -2.098457 -8.751736  0.4757
205 P -0.887006 -1.561009 -3.734602  2.0385
206 F -0.186280 -2.865567 -3.027856  -0.4733
207 F 0.562563 -1.264829 -4.512687  -0.4081
208 F -1.344586 -2.519941 -4.915407  -0.4772
209 F -1.419719 -0.245138 -4.372968  -0.3606
210 F -2.242760 -1.724747 -2.957821  -0.4101
211 F -0.331347 -0.723658 -2.437779  -0.7539
212 P -1.178017 -1.368649 1.992667  1.7612
213 F -1.901168 -0.291749 0.952113  -0.3584
214 F 0.256048 -0.764765 1.496675  -0.5190
215 F -1.239296 -0.273349 3.111976  -0.3798
216 F -0.522625 -2.491473 2.918632  -0.4035
217 F -2.658034 -1.888041 2.412651  -0.3728
218 F -1.216460 -2.469006 0.769869  -0.6856
219 P 5.589793 2.986020 0.150552  1.6257
220 F 6.605233 1.747177 0.475958  -0.4231
221 F 6.880593 3.945945 -0.169152  -0.1505
222 F 5.633157 2.548108 -1.394883  -0.4229
223 F 4.597013 4.206491 -0.256245  -0.3909
224 F 4.333893 2.010974 0.430851  -0.6801
225 F 5.522500 3.507411 1.657989  -0.4065

Forces on atoms 1 to 6 (eV/Å):
C 1.717 0.872 0.401
C 0.113 -2.657 -0.278
N -0.244 -0.804 -1.314
C -0.168 0.480 0.141
C -0.260 -0.960 0.814
C 2.903 1.097 1.347

total charge = +4
gap between HOMO and LUMO = 10.2 eV
HOMO = -15.54 eV
spin multiplicity = 1